# C5H6O2

A single C5H6O2 molecule (wB97M-V/def2-TZVPD, OMol25).

## Properties
Relative energy (zero: lowest compared OMol25 entry of this formula, charge and spin) = 1.968 eV
SMILES string = C#C[C@@H](C)OC=O
Charge = 0
Energy = -9375.1275 eV
Molecular weight = 98.10 g mol⁻¹
Frontier orbital gap = 11.35 eV

Positions of all 13 atoms, in Å:
C1 -0.93900 2.48718 0.10778
C2 -0.65228 1.33714 0.32007
C3 -0.13796 -0.04154 0.35905
C4 -1.19902 -1.10003 0.06666
O1 0.84147 -0.05634 -0.70828
C5 2.08140 -0.49497 -0.46636
O2 2.45943 -1.08120 0.51481
H1 -1.15152 3.50488 -0.13897
H2 0.37026 -0.24204 1.31035
H3 -1.54891 -0.99327 -0.96570
H4 -2.05990 -0.99987 0.73672
H5 -0.76193 -2.09345 0.20103
H6 2.69797 -0.22649 -1.33716

Forces on the atoms, in the same order (eV/Å):
C 0.129 -0.531 0.054
C -0.079 0.573 -0.184
C -0.173 0.086 0.111
C 0.041 -0.018 0.001
O 0.151 -0.040 -0.076
C 0.049 -0.325 0.378
O -0.239 0.425 -0.477
H -0.076 -0.184 0.200
H -0.102 0.033 -0.220
H 0.066 -0.002 0.204
H 0.240 0.050 -0.070
H -0.075 0.120 -0.063
H 0.069 -0.188 0.144


# CH5P3

A single CH5P3 molecule in a non-equilibrium geometry (wB97M-V/def2-TZVPD, OMol25).

## Properties
Relative energy (zero: lowest compared OMol25 entry of this formula, charge and spin) = 0.801 eV
SMILES string = CP1[PH]#[PH]1
Charge = 0
Energy = -28982.8712 eV
Molecular weight = 109.97 g mol⁻¹
Frontier orbital gap = 9.96 eV

Positions of all 9 atoms, in Å:
C1 0.98650 -0.99968 0.58502
P1 -0.76631 0.19436 0.98277
P2 -0.53953 1.93224 -0.32408
P3 -1.49198 0.18553 -1.06963
H1 1.16009 -1.13139 -0.47806
H2 0.73327 -2.01467 0.76000
H3 1.86094 -0.68032 1.09779
H4 0.66379 1.87712 -1.02359
H5 -2.60678 0.63683 -0.53022

Forces on the atoms, in the same order (eV/Å):
C -2.444 1.161 -0.765
P 3.151 -1.999 -0.340
P -0.182 1.672 0.401
P 1.365 -1.536 -1.116
H 0.097 1.092 -0.450
H -0.461 -0.906 1.280
H 0.478 0.339 0.515
H 0.598 -0.589 0.021
H -2.601 0.764 0.454


# C4H6O2

A single C4H6O2 molecule (wB97M-V/def2-TZVPD, OMol25).

## Properties
Relative energy (zero: lowest compared OMol25 entry of this formula, charge and spin) = 1.903 eV
SMILES string = C[C@H]1O[C@H]1C=O
Charge = 0
Energy = -8338.5578 eV
Molecular weight = 86.09 g mol⁻¹
Frontier orbital gap = 10.94 eV

Positions of all 12 atoms, in Å:
C1 -1.47895 0.56143 0.35429
C2 -0.61605 -0.63004 0.02939
O1 -0.06818 -0.75430 -1.26585
C3 0.84709 -0.69538 -0.17503
C4 1.80520 0.45223 -0.22332
O2 2.92585 0.35785 0.21797
H1 -1.72546 0.55169 1.42140
H2 -1.02881 1.52447 0.10056
H3 -2.42254 0.46825 -0.19604
H4 -1.03675 -1.56927 0.39745
H5 1.34075 -1.63188 0.08694
H6 1.45787 1.36494 -0.74776

Forces on the atoms, in the same order (eV/Å):
C 0.045 0.054 -0.021
C -0.187 0.017 0.223
O -0.071 -0.077 -0.205
C 0.206 -0.099 0.089
C 0.241 -0.049 0.175
O -0.518 0.148 -0.141
H 0.101 0.047 -0.142
H 0.032 -0.188 0.006
H 0.165 0.029 0.061
H 0.060 0.104 -0.048
H -0.052 0.091 -0.106
H -0.023 -0.078 0.111


# C3H2N2O2

A single C3H2N2O2 molecule in a non-equilibrium geometry (wB97M-V/def2-TZVPD, OMol25).

## Properties
Relative energy (zero: lowest compared OMol25 entry of this formula, charge and spin) = 3.399 eV
Charge = 0
Energy = -10214.7898 eV
Molecular weight = 98.06 g mol⁻¹
Frontier orbital gap = 10.93 eV

Positions of all 9 atoms, in Å:
O1 -1.28579 0.19964 -1.39265
C1 -1.42543 -0.30079 -0.31830
C2 -0.11775 1.60075 0.88611
N1 0.87359 1.08491 0.48641
C3 1.46007 -0.06815 0.01095
N2 0.80215 -1.15577 -0.11640
O2 -0.50543 -1.05363 0.36886
H1 -2.31597 -0.25290 0.32354
H2 2.51456 -0.05407 -0.24852

Forces on the atoms, in the same order (eV/Å):
O 0.071 -0.350 0.531
C -0.005 -0.062 -0.484
C 1.161 0.163 -0.094
N -0.868 0.363 0.465
C -0.184 -0.286 -0.127
N 0.242 0.342 -0.131
O -0.182 0.015 0.051
H 0.034 -0.133 -0.189
H -0.268 -0.052 -0.022


# C6H14N2

A single C6H14N2 molecule in a non-equilibrium geometry (wB97M-V/def2-TZVPD, OMol25).

## Properties
Relative energy (zero: lowest compared OMol25 entry of this formula, charge and spin) = 1.535 eV
SMILES string = CCN/C=C/CCN
Charge = 0
Energy = -9427.9494 eV
Molecular weight = 114.19 g mol⁻¹
Frontier orbital gap = 8.39 eV

Positions of all 22 atoms, in Å:
C1 -1.99531 -2.64871 1.45979
C2 -0.63852 -2.06037 1.74448
N1 0.05265 -1.64491 0.50310
C3 0.55693 -0.36934 0.34905
C4 0.99068 0.09016 -0.84305
C5 1.52145 1.49123 -1.08702
C6 0.51100 2.53187 -0.58882
N2 -0.60325 2.67607 -1.55065
H1 -2.62614 -1.87840 1.00368
H2 -2.53090 -2.92865 2.36437
H3 -1.94217 -3.47132 0.73849
H4 0.13808 -2.64469 2.20135
H5 -0.81334 -1.18252 2.39331
H6 0.07230 -2.34548 -0.22341
H7 0.60008 0.26240 1.22236
H8 1.13559 -0.66163 -1.61742
H9 2.49158 1.48565 -0.58548
H10 1.64228 1.59488 -2.15096
H11 -0.02039 2.30100 0.32891
H12 0.96640 3.51221 -0.48419
H13 -0.25864 2.98642 -2.45254
H14 -1.02505 1.78881 -1.79081

Forces on the atoms, in the same order (eV/Å):
C -0.311 -0.061 -0.360
C 0.832 1.254 -0.707
N -0.735 0.355 1.315
C 0.053 -0.347 -1.964
C 0.176 -0.408 0.502
C -0.445 -1.241 1.420
C -0.594 0.126 -1.256
N 0.015 0.418 -0.445
H 0.214 0.005 -0.092
H 0.183 -0.403 0.081
H -0.085 -0.097 0.327
H -0.482 -1.047 1.036
H 0.401 -0.181 -0.403
H 0.145 0.520 -0.103
H -0.381 -0.038 0.272
H -0.328 0.190 -0.186
H 0.168 0.774 -0.140
H 0.314 0.371 -0.402
H 0.611 -0.301 0.430
H 0.074 0.151 0.093
H 0.182 0.318 0.077
H -0.005 -0.359 0.504


# C5H6Cl2O

A single C5H6Cl2O molecule in a non-equilibrium geometry (wB97M-V/def2-TZVPD, OMol25).

## Properties
Relative energy (zero: lowest compared OMol25 entry of this formula, charge and spin) = 0.692 eV
SMILES string = ClC(Cl)C1=CCOC1
Charge = 0
Energy = -32373.4347 eV
Molecular weight = 153.01 g mol⁻¹
Frontier orbital gap = 10.18 eV

Positions of all 14 atoms, in Å:
Cl1 -2.70402 1.15170 0.47067
C1 -1.16473 0.80556 1.24604
Cl2 -1.42768 -0.36352 2.54988
C2 -0.22948 0.20512 0.26573
C3 -0.54414 -0.62747 -0.66706
C4 0.69517 -1.02851 -1.42202
O1 1.77862 -0.32477 -0.79102
C5 1.23132 0.52079 0.22219
H1 -0.74729 1.67882 1.75356
H2 -1.52789 -1.06041 -0.82185
H3 0.62977 -0.69558 -2.50852
H4 0.90916 -2.15411 -1.35944
H5 1.76543 0.33095 1.11196
H6 1.33575 1.56142 -0.05013

Forces on the atoms, in the same order (eV/Å):
Cl -0.405 0.524 0.048
C 0.382 -0.136 0.223
Cl -0.071 -0.343 0.642
C 0.521 1.131 1.124
C -0.056 -1.850 -1.386
C 0.303 -0.750 -0.979
O -0.819 -0.042 0.001
C -0.307 -0.074 -1.074
H -0.340 0.074 -0.402
H 0.185 0.174 -0.220
H 0.102 -0.629 1.094
H -0.354 1.484 -0.275
H 0.500 -0.131 1.322
H 0.358 0.569 -0.117


# C2H4Cl2S

A single C2H4Cl2S molecule in a non-equilibrium geometry (wB97M-V/def2-TZVPD, OMol25).

## Properties
Relative energy (zero: lowest compared OMol25 entry of this formula, charge and spin) = 0.794 eV
SMILES string = CC(S)(Cl)Cl
Charge = 0
Energy = -38018.2298 eV
Molecular weight = 131.03 g mol⁻¹
Frontier orbital gap = 10.33 eV

Positions of all 9 atoms, in Å:
C1 -0.26815 -0.63905 0.74612
C2 0.40984 0.20369 -0.27215
S1 -0.48477 1.90134 -0.52910
Cl1 0.54927 -0.60978 -1.83326
Cl2 2.04048 0.66451 0.33384
H1 -0.66488 0.00530 1.50097
H2 -0.89652 -1.44153 0.21624
H3 0.43228 -1.40377 1.32138
H4 -1.11754 1.31930 -1.48403

Forces on the atoms, in the same order (eV/Å):
C 0.850 -4.048 0.440
C 0.554 1.879 -0.071
S 1.402 -1.136 1.075
Cl 0.138 -0.091 -0.055
Cl -0.014 -0.066 -0.098
H -0.923 -0.026 0.312
H -0.077 1.865 0.950
H -0.722 1.882 -1.274
H -1.207 -0.258 -1.280